<A>
{
  "formula": "C7H16O2",
  "method": "ωB97M-V with the def2-TZVPD basis set",
  "species": ["C", "C", "C", "C", "C", "C", "C", "H", "H", "H", "H", "H", "H", "H", "H", "H", "H", "H", "H", "O", "H", "H", "O", "H", "H"],
  "coordinates": [[0.056, -2.802, -0.956], [-0.955, -1.934, -1.199], [-1.216, -0.724, -0.426], [-0.701, -0.490, 0.800], [-1.009, 0.736, 1.577], [-0.475, 2.011, 0.887], [1.056, 2.015, 0.799], [0.748, -2.696, -0.158], [0.259, -3.638, -1.570], [-1.664, -2.109, -2.029], [-1.863, 0.024, -0.906], [-0.085, -1.258, 1.282], [-2.100, 0.815, 1.790], [-0.534, 0.665, 2.545], [-0.929, 2.125, -0.107], [-0.844, 2.898, 1.433], [1.536, 1.947, 1.800], [1.380, 2.929, 0.269], [1.448, 1.192, 0.155], [-0.177, 1.652, -2.489], [0.419, 1.497, -3.173], [-0.023, 0.990, -1.814], [2.311, -1.242, 1.225], [2.708, -1.182, 0.312], [1.932, -0.349, 1.398]],
  "mulliken_charge": [-0.94, -0.20, -0.32, -0.27, -1.01, -0.29, -1.16, 0.27, 0.27, 0.28, 0.53, 0.62, 0.32, 0.36, 0.31, 0.37, 0.38, 0.33, 0.19, -0.60, 0.27, 0.28, -0.66, 0.34, 0.30],
  "smiles": "C=C/C=C/CCC.O.O",
  "lumo_energy_ha": 0.0214,
  "e_homo_ev": -8.571,
  "charge": 0
}

<B>
{
  "formula": "C7H16O2",
  "method": "ωB97M-V with the def2-TZVPD basis set",
  "species": ["C", "C", "O", "C", "C", "C", "C", "C", "O", "H", "H", "H", "H", "H", "H", "H", "H", "H", "H", "H", "H", "H", "H", "H", "H"],
  "coordinates": [[0.789, -1.981, -1.685], [0.334, -0.580, -1.303], [-0.973, -0.369, -1.788], [0.513, -0.307, 0.388], [-0.060, -1.429, 1.250], [-0.031, 1.070, 0.589], [-1.541, 1.275, 0.562], [0.717, 2.203, -0.098], [0.461, 1.219, 2.157], [1.795, -2.191, -1.315], [0.098, -2.744, -1.309], [0.793, -2.090, -2.776], [0.964, 0.127, -1.851], [-1.536, -1.104, -1.506], [1.599, -0.310, 0.525], [-1.082, -1.232, 1.578], [-0.049, -2.404, 0.759], [0.558, -1.536, 2.147], [-2.068, 0.493, 1.113], [-1.956, 1.309, -0.449], [-1.827, 2.218, 1.036], [0.534, 3.133, 0.448], [0.389, 2.332, -1.134], [1.798, 2.040, -0.083], [-0.220, 0.858, 2.744]],
  "mulliken_charge": [-1.51, 0.06, -0.55, 0.31, -1.50, 1.28, -1.51, -1.87, -0.64, 0.35, 0.39, 0.36, 0.44, 0.37, 0.50, 0.27, 0.40, 0.31, 0.31, 0.30, 0.44, 0.44, 0.39, 0.36, 0.32],
  "smiles": "C[C@@H](O)[C@H](C)C(C)(C)O",
  "lumo_energy_ha": 0.0294,
  "e_homo_ev": -9.326,
  "charge": 0
}

Least stable structure: <A>